The following is a DFT calculation (ωB97M-V/def2-TZVPD) of a molecular structure, C63H159CrN12O17 in a non-equilibrium geometry.

```
252
Properties=species:S:1:pos:R:3:forces:R:3
Cr -25.9271 16.4368 -11.1860 -0.09 2.31 -3.03
C -23.5264 20.3170 -12.4001 -0.69 -1.12 -1.01
C -23.7358 19.5769 -13.8237 -0.34 0.14 0.61
C -22.6254 20.0933 -14.8037 0.12 -0.94 0.11
C -22.5030 19.2285 -16.0838 0.04 0.64 1.22
C -22.1027 17.8555 -15.6256 -0.83 -0.50 0.21
C -23.1945 17.1480 -14.7006 1.62 1.89 -0.09
N -23.5568 18.0820 -13.5746 -0.59 0.13 0.90
O -24.6425 17.5473 -12.6756 0.68 0.42 -1.08
C -22.4469 15.9373 -14.1402 -0.69 -0.26 0.30
C -24.2828 16.7279 -15.6035 -1.62 -0.94 -1.30
C -25.1356 20.0324 -14.3989 0.04 -0.50 0.55
H -24.2131 20.0230 -11.6063 -0.74 -0.40 -0.43
H -23.6911 21.3877 -12.5207 0.57 0.14 -0.04
H -22.5911 20.0280 -11.9205 0.33 0.30 -0.68
H -21.6584 19.9540 -14.3204 0.11 0.04 0.35
H -22.6814 21.1671 -14.9828 -0.52 0.02 -0.06
H -21.7008 19.5875 -16.7285 -0.18 0.36 -0.15
H -23.4310 19.1529 -16.6505 -0.03 0.26 -0.10
H -21.1306 17.8370 -15.1328 -0.04 0.25 0.20
H -21.9715 17.3108 -16.5606 -0.08 -0.77 0.20
H -23.1556 15.2689 -13.6511 0.00 0.10 0.56
H -21.6651 16.2959 -13.4707 -0.09 -0.22 0.17
H -21.9992 15.2872 -14.8918 0.15 0.36 -0.40
H -25.1006 16.1936 -15.1200 0.23 -0.35 0.30
H -23.8398 16.1223 -16.3941 -0.03 -0.68 0.16
H -24.8311 17.4319 -16.2295 0.31 0.98 0.49
H -25.2587 21.1132 -14.4690 0.44 0.22 0.18
H -25.9303 19.6983 -13.7319 -0.02 -0.22 0.17
H -25.4119 19.6726 -15.3901 0.42 -0.35 -0.10
C -23.1015 23.4098 -7.5965 0.00 0.43 -0.01
C -22.4816 22.7468 -8.8697 1.20 0.45 1.27
C -21.9288 23.7974 -9.9311 -2.81 -0.37 -0.02
O -22.0441 23.4536 -11.3250 -0.50 0.61 1.44
C -21.1560 22.4831 -11.7674 0.85 -0.07 0.37
N -21.3801 21.9106 -8.3528 -0.10 -0.50 -0.29
H -24.0806 23.8822 -7.6764 0.04 0.14 -0.74
H -22.4472 24.1643 -7.1598 0.24 0.11 -0.17
H -23.2893 22.7080 -6.7839 0.38 -0.55 -0.25
H -23.2785 22.0963 -9.2300 0.20 0.05 -0.79
H -20.9469 24.2073 -9.6945 0.15 -0.31 0.16
H -22.6901 24.5681 -9.8112 0.36 0.63 -0.30
H -21.0628 22.6545 -12.8398 0.01 -0.65 -0.03
H -21.4447 21.4790 -11.4568 -0.19 -0.02 -0.49
H -20.1796 22.6166 -11.3018 0.46 0.32 -0.11
H -20.6197 21.8873 -9.0172 0.07 -0.17 -0.07
H -20.9897 22.2911 -7.5026 -0.08 0.12 0.10
C -22.2331 15.8027 -9.2965 0.54 -0.48 -0.54
C -23.4504 15.9184 -10.2333 1.99 -0.63 -1.47
C -23.8957 14.5615 -10.9007 0.97 1.45 1.54
O -24.8887 14.8097 -11.8813 0.49 -1.30 0.61
C -25.2064 13.5607 -12.5252 -1.26 0.31 -0.77
N -24.5546 16.7086 -9.6777 0.31 -1.31 0.77
H -21.5397 15.1116 -9.7757 -0.04 -0.24 0.09
H -22.3236 15.4748 -8.2610 -0.64 -0.12 -0.04
H -21.6365 16.7148 -9.2832 -0.40 0.35 0.03
H -23.0576 16.4754 -11.0840 -0.31 0.32 -0.17
H -24.2559 13.9188 -10.0974 -0.27 -0.55 -0.13
H -23.0516 14.1127 -11.4241 0.20 0.09 0.33
H -24.4014 12.8842 -12.8123 0.78 0.69 0.33
H -25.6663 13.8785 -13.4609 -0.26 -0.33 0.34
H -25.8615 12.9602 -11.8940 -0.32 0.17 -0.03
H -24.1026 17.5422 -9.3300 -0.35 0.80 -0.39
H -24.7491 16.2130 -8.8194 -0.62 -0.09 0.56
C -16.1516 13.5003 -15.0812 -1.79 -1.00 0.73
C -17.2344 12.8850 -16.0159 0.97 0.41 -1.12
C -17.6228 13.7775 -17.2786 0.33 -2.06 1.57
O -17.8822 15.0744 -16.9408 -1.60 2.32 0.70
C -19.1846 15.3548 -16.3051 1.31 -0.64 -0.83
N -16.7444 11.6045 -16.5145 0.22 -0.25 -0.81
H -16.4816 13.0937 -14.1252 0.30 0.11 0.51
H -16.2339 14.5795 -14.9527 0.34 -0.04 -0.46
H -15.1542 13.0741 -15.1893 0.01 0.47 -0.67
H -18.1684 12.6453 -15.5076 -0.18 0.78 0.65
H -18.5092 13.2608 -17.6463 -0.24 0.06 -0.68
H -16.8204 13.7633 -18.0162 0.00 -0.07 0.05
H -19.2365 14.8132 -15.3606 -0.17 0.25 0.16
H -20.0096 15.0524 -16.9502 0.01 -0.40 -0.20
H -19.3029 16.4330 -16.1981 0.49 -0.10 0.28
H -17.4810 11.1484 -17.0337 -0.07 -0.12 -0.26
H -16.4776 10.9357 -15.8062 0.06 0.24 0.38
C -15.0972 18.4614 -12.9276 -0.40 -0.68 0.31
C -15.1504 17.8328 -14.3487 -0.15 1.53 1.15
C -16.3710 18.4434 -15.0122 -0.46 -0.23 -0.60
O -17.5370 18.3784 -14.1913 -1.89 1.21 -1.31
C -18.6322 19.2510 -14.7514 0.99 -0.54 1.08
N -13.9581 18.2669 -15.0989 -0.35 -0.13 0.22
H -14.1814 18.1975 -12.3987 0.17 0.25 -0.08
H -15.9161 18.1313 -12.2884 -0.05 -0.70 -0.19
H -15.3168 19.5278 -12.8780 0.72 0.25 -0.64
H -15.2723 16.7512 -14.2903 0.14 -0.12 0.08
H -16.5696 17.8983 -15.9350 -0.06 0.08 -0.40
H -16.1450 19.4842 -15.2436 0.12 0.13 -0.06
H -19.1618 19.0047 -15.6716 0.65 -1.09 -0.40
H -18.2617 20.2551 -14.9578 0.28 0.11 0.44
H -19.4375 19.2718 -14.0171 0.38 0.08 0.36
H -13.1352 18.1813 -14.5196 0.06 -0.02 0.05
H -13.7931 17.7187 -15.9310 -0.12 -0.12 -0.09
C -29.5616 18.6724 -10.4931 0.54 -0.91 -1.10
C -28.5323 17.6534 -11.0785 -1.56 0.89 -0.31
C -28.7642 17.4148 -12.6104 1.88 -0.81 2.44
O -27.7698 16.3894 -12.9029 -0.48 -0.22 0.51
C -27.7651 15.9430 -14.2451 -0.09 0.01 -1.12
N -27.1595 18.1416 -10.7894 -0.44 -0.81 0.84
H -30.4961 18.5703 -11.0448 0.01 0.50 -0.09
H -29.0522 19.6177 -10.6803 -0.86 0.50 0.32
H -29.8268 18.4940 -9.4510 0.49 0.17 0.07
H -28.6846 16.7226 -10.5322 0.28 -0.36 -0.28
H -28.5016 18.3260 -13.1479 -0.47 -0.01 -0.37
H -29.7797 17.0257 -12.6841 0.05 0.18 -0.68
H -27.1968 15.0259 -14.4003 0.57 0.36 0.55
H -27.4130 16.7409 -14.8990 0.30 -0.03 -0.03
H -28.7249 15.6264 -14.6533 -0.65 0.33 0.58
H -27.0482 19.0948 -11.1043 0.42 0.12 -1.15
H -27.2352 18.3587 -9.8059 0.38 -0.32 0.76
C -32.0679 20.3991 -14.9344 0.43 -0.74 1.19
C -30.6892 20.3747 -14.1817 -1.14 -0.62 -1.32
C -29.6493 20.8140 -15.1890 2.29 0.03 -0.70
O -29.5174 20.0998 -16.4809 -3.17 -0.37 2.76
C -28.4798 20.4469 -17.2833 1.13 0.93 -0.65
N -30.7618 21.1761 -12.9241 -0.81 0.09 -1.52
H -32.1287 19.6371 -15.7114 0.37 -0.01 0.01
H -32.3255 21.3435 -15.4139 0.10 0.21 0.36
H -32.7754 20.0927 -14.1640 -0.53 0.39 -0.19
H -30.5658 19.3362 -13.8746 0.37 -0.15 -0.23
H -28.6735 20.7421 -14.7086 0.49 -0.14 0.17
H -29.7511 21.8860 -15.3582 -0.37 0.19 -0.39
H -27.5944 19.8598 -17.0397 0.40 0.09 -0.06
H -28.2701 21.5147 -17.2200 0.38 0.28 0.19
H -28.7338 20.3038 -18.3336 -0.17 -0.40 0.02
H -29.9631 21.7349 -12.6598 0.88 -0.24 -0.21
H -31.3698 21.9153 -13.2468 -0.58 0.42 0.61
C -30.2104 28.5158 -18.2858 1.31 0.70 0.51
O -29.0330 28.9576 -17.5486 0.48 -0.07 -1.13
C -27.8633 28.1670 -17.7604 -0.90 -2.48 1.07
C -28.0608 26.8047 -16.9958 0.99 1.39 1.13
N -26.7343 26.1898 -16.8694 -0.11 -2.91 -0.67
C -26.8041 24.7088 -16.6454 0.12 0.67 -1.12
C -25.4139 24.1930 -16.3104 -0.38 -0.39 1.27
O -25.1455 24.6927 -14.9906 -0.42 0.11 -0.59
C -23.9914 24.1386 -14.4263 -0.11 0.80 0.68
H -30.8866 29.3676 -18.2144 -0.19 -0.32 0.03
H -30.6280 27.6045 -17.8577 -0.11 0.08 0.09
H -29.9693 28.3449 -19.3350 0.08 -0.03 -0.10
H -26.9023 28.5575 -17.4255 -0.58 0.94 0.62
H -27.5835 27.8494 -18.7648 -0.80 0.45 -0.73
H -28.8610 26.1933 -17.4132 0.63 -0.49 -0.71
H -28.4690 26.9668 -15.9982 -0.11 0.62 0.25
H -26.1828 26.3787 -16.0446 -0.45 1.54 0.24
H -27.2452 24.1993 -17.5021 0.28 0.06 -0.39
H -27.4919 24.4686 -15.8346 0.07 -0.10 0.53
H -24.6010 24.4374 -16.9941 -0.19 0.50 -0.28
H -25.3825 23.1091 -16.2000 -0.35 -0.40 -0.33
H -23.9925 23.0501 -14.4839 0.22 -0.15 -0.26
H -24.0239 24.4129 -13.3719 0.18 -0.08 0.09
H -23.1170 24.6233 -14.8605 0.38 -0.45 -0.13
C -21.1609 10.2647 -15.0720 1.01 1.02 1.74
O -20.7380 10.8601 -13.7927 -0.09 -0.63 -1.26
C -21.7762 11.3658 -13.0128 0.36 0.63 0.48
C -21.0756 12.0554 -11.7861 -0.97 -0.82 -1.24
N -20.1449 13.0614 -12.3124 -1.69 -1.27 -0.28
C -19.3113 13.7489 -11.3579 -0.23 -0.09 -1.39
C -18.5056 14.7355 -12.1909 0.24 0.02 0.91
O -17.4910 15.2201 -11.3729 0.75 0.40 1.83
C -16.1702 15.1290 -11.8478 -0.58 0.57 -0.49
H -21.9128 10.9036 -15.5352 -0.06 -0.10 -0.12
H -21.5249 9.2551 -14.8814 -0.02 0.00 -0.27
H -20.2181 10.3059 -15.6175 -0.37 -0.44 -0.41
H -22.4810 10.5706 -12.7700 -0.04 -0.21 0.63
H -22.3576 12.0871 -13.5870 -0.03 0.51 -0.17
H -20.5239 11.2280 -11.3397 -0.05 -0.03 0.74
H -21.8729 12.4164 -11.1365 0.30 0.22 0.31
H -19.6053 12.3835 -12.8315 0.85 0.72 -0.78
H -18.6048 13.0429 -10.9214 -0.04 0.25 0.90
H -19.9876 14.2940 -10.6995 0.52 -0.25 0.56
H -19.1007 15.6127 -12.4446 -0.28 -0.26 -0.73
H -18.0825 14.1928 -13.0363 -0.20 0.23 -0.41
H -15.8337 14.0951 -11.9242 0.04 -0.11 -0.29
H -15.4862 15.6667 -11.1911 -0.27 0.00 0.17
H -16.2238 15.6672 -12.7942 0.85 -0.37 -0.37
C -23.1784 13.7798 -25.2072 0.46 -0.63 -1.09
O -24.1691 14.1911 -24.3139 -0.12 -0.54 0.72
C -25.4378 14.5585 -24.8794 2.46 1.42 -1.59
C -26.5324 14.4961 -23.9254 -0.10 0.10 1.61
N -26.3596 15.6236 -22.9678 -0.62 0.10 -0.33
C -27.0524 15.4754 -21.6665 1.53 0.91 -0.32
C -26.5232 16.5704 -20.6325 -1.19 -2.01 -1.48
O -25.2291 16.2210 -20.2330 0.28 0.11 0.14
C -24.7295 17.1134 -19.2590 0.39 -0.20 -0.24
H -22.1730 13.8041 -24.7869 -0.28 0.25 0.54
H -23.1024 14.3081 -26.1576 -0.34 0.91 0.09
H -23.3053 12.7647 -25.5833 -0.38 -0.52 0.40
H -25.5931 14.0470 -25.8293 -0.21 -0.23 0.10
H -25.2797 15.6226 -25.0552 -0.36 0.28 -0.85
H -26.3704 13.5469 -23.4147 -0.77 -0.49 0.25
H -27.4582 14.5468 -24.4985 -0.24 -0.05 0.45
H -25.3696 15.6108 -22.7686 0.27 0.22 0.19
H -26.7741 14.4634 -21.3724 -0.57 -0.09 0.98
H -28.1279 15.6057 -21.7863 0.01 -0.16 -0.02
H -27.2204 16.5520 -19.7949 -0.04 0.15 0.35
H -26.5790 17.5378 -21.1316 0.19 0.23 0.01
H -25.2091 16.9700 -18.2908 -0.34 0.10 0.02
H -24.8322 18.1410 -19.6077 -0.07 0.21 0.15
H -23.6691 16.9086 -19.1113 0.02 -0.08 -0.15
C -31.6580 25.4936 -16.0883 -0.02 -1.55 0.57
O -30.8057 25.7820 -14.9496 -1.58 1.15 -1.42
C -30.2930 24.6452 -14.3044 -0.10 0.82 -0.62
C -29.4036 25.1563 -13.2206 0.22 -0.65 1.85
N -28.9135 23.9963 -12.4332 0.30 -0.49 -0.80
C -27.6846 23.3991 -12.9341 0.79 -1.15 1.88
C -27.0635 22.3658 -11.8624 0.38 1.44 0.42
O -26.8465 22.9027 -10.5471 -0.07 1.37 0.97
C -25.7701 23.8571 -10.3288 -0.18 -0.51 -0.38
H -32.1641 26.2595 -16.6761 0.93 1.08 0.72
H -32.5247 24.9068 -15.7841 -0.03 -0.36 0.48
H -31.1362 24.8615 -16.8067 0.36 -0.04 -0.11
H -29.6278 24.1720 -15.0267 -0.15 -0.88 -0.11
H -31.0663 23.9911 -13.9016 -0.12 -0.15 -0.20
H -29.8859 25.7815 -12.4691 -0.50 0.20 -0.45
H -28.6632 25.7792 -13.7224 0.63 -0.08 0.29
H -28.8512 24.1103 -11.4316 0.00 0.52 -0.11
H -26.9531 24.1846 -13.1240 0.38 -0.15 -0.29
H -27.8483 22.8066 -13.8343 -0.02 0.13 -0.25
H -26.0949 21.9451 -12.1325 0.01 0.06 -0.92
H -27.7067 21.5264 -11.5983 -0.50 0.01 -0.59
H -25.6892 24.2743 -9.3250 -1.01 -0.69 0.48
H -25.8734 24.7792 -10.9007 0.15 -0.31 -0.76
H -24.8154 23.3407 -10.4283 0.16 0.18 -0.76
C -25.6258 12.3953 -19.6562 0.14 -0.75 -0.05
O -25.3343 12.0475 -18.2914 -1.28 0.39 -0.30
C -25.3696 13.1891 -17.4636 3.04 1.75 0.21
C -24.9724 12.8250 -15.9938 -0.86 0.22 -2.01
N -25.9396 11.8283 -15.6478 -0.84 -1.17 0.60
C -27.2376 12.2868 -15.1564 0.91 0.94 0.87
C -28.2166 11.1804 -15.1193 -0.63 -1.56 -0.74
O -28.8171 11.0138 -16.4073 0.85 1.68 0.35
C -29.7620 10.0183 -16.5077 -0.82 -0.69 0.30
H -24.9267 13.1010 -20.1047 0.46 0.06 0.35
H -26.6059 12.8392 -19.8302 -0.31 -0.13 0.54
H -25.5689 11.4544 -20.2035 -0.03 0.11 -0.03
H -26.2084 13.8835 -17.5114 -0.91 -0.71 -0.10
H -24.5728 13.7951 -17.8947 0.36 0.66 0.19
H -24.9887 13.6944 -15.3365 0.10 0.07 -0.18
H -23.9870 12.3592 -16.0043 0.16 0.20 0.09
H -26.0989 11.4071 -16.5518 -0.30 -0.93 0.08
H -27.6364 13.1698 -15.6558 -0.16 0.14 -0.39
H -27.0444 12.5776 -14.1238 -0.32 0.13 0.20
H -29.0111 11.1873 -14.3731 -0.07 0.76 0.21
H -27.6113 10.3168 -14.8439 0.00 -0.57 -0.15
H -29.2303 9.0914 -16.7225 -0.59 -0.39 -0.18
H -30.5594 10.2810 -17.2029 0.65 -0.04 -0.87
H -30.4011 9.9156 -15.6307 0.44 -0.21 0.81
```
Forces are in eV/Å.

The charge is +1. The value obtained for the total energy is -5475.5268 Ha. The spin multiplicity is 5.

Here are the Löwdin charges for atoms 1 to 5, given in e: 0.893 -0.036 -0.400 -0.121 -0.172